# 1
# C3H7NO2

A molecular structure, C3H7NO2 in a non-equilibrium geometry (wB97M-V/def2-TZVPD, the OMol25 dataset).

Energy relative to the best compared isomer or geometry (same formula, charge and spin) in kcal/mol: 115.6
Net charge: 0
Multiplicity: 1
LUMO in eV: 0.6563
Highest occupied orbital energy in eV: -9.5
Total energy in hartree: -323.59678
HOMO-LUMO gap in eV: 10.14

CARTESIAN COORDINATES (ANGSTROEM)
C: -0.2633 -1.0014 -1.2454
C: -0.5266 1.0052 1.2959
N: 0.8919 -0.0270 -0.3610
C: -0.2729 0.7015 -0.2009
O: 1.3757 -0.7980 0.6634
O: -0.6610 1.5301 -1.0383
H: 2.3361 -0.8412 0.5315
H: -0.4202 -0.5154 -2.2042
H: -1.1641 -1.5078 -0.9032
H: 0.4203 -1.8286 -1.4496
H: -1.4563 1.5611 1.3626
H: -0.5457 0.0923 1.8861
H: 0.2862 1.6292 1.6630



# 2
# C16H31NP2RuSe

A molecular structure, C16H31NP2RuSe in a non-equilibrium geometry (wB97M-V/def2-TZVPD, the OMol25 dataset).

Energy relative to the best compared isomer or geometry (same formula, charge and spin) in kcal/mol: 159.5
Net charge: +2
Multiplicity: 5
LUMO (alpha / beta) in eV: -7.2540 / -9.5476
Highest occupied orbital energy (alpha / beta) in eV: -13.8 / -12.9
Total energy in hartree: -3861.01367
HOMO-LUMO gap (alpha / beta) in eV: 6.55 / 3.38

CARTESIAN COORDINATES (ANGSTROEM)
P: -1.7643 0.3439 2.0396
P: -0.6249 -2.7975 -0.8128
C: -0.6537 0.1389 -0.7882
C: -0.8688 -1.1210 -1.5911
H: 0.3779 0.7986 -1.0064
H: -1.2713 0.9075 -1.3461
H: -1.9134 -1.1987 -1.9539
H: -0.1035 -1.3159 -2.3519
C: 1.0689 -3.4228 -0.7540
H: 1.0435 -4.4787 -1.0587
H: 1.5227 -3.3134 0.2381
H: 1.5939 -2.8089 -1.4874
C: -1.4965 -3.6510 -2.1194
H: -0.7152 -3.6957 -2.8957
H: -2.3013 -2.9767 -2.4630
H: -1.8943 -4.6439 -1.8759
C: -0.7054 1.3074 3.1836
H: -1.2047 1.4570 4.1417
H: -0.4900 2.2574 2.6883
H: 0.2224 0.7123 3.2981
C: -2.7677 1.5012 1.0630
H: -3.3104 0.8956 0.3208
H: -2.0896 2.2097 0.5737
H: -3.4719 2.0044 1.7337
Ru: 0.6998 0.3403 0.6169
C: 1.4100 0.7571 -1.9709
C: 2.3027 0.0173 -1.0914
C: 3.4492 0.6804 -0.4639
C: 2.9801 1.9969 0.2218
C: 1.5949 1.8569 0.7581
C: 0.5154 2.5573 0.2390
C: 0.5434 3.0572 -1.1668
C: 1.4553 2.2420 -2.1789
C: -2.8384 -0.6984 3.0668
H: 0.7585 0.3147 -2.7576
H: 2.2641 -1.0672 -1.0873
H: 4.2251 0.9365 -1.1688
H: 3.8814 0.0160 0.2781
H: 3.6701 2.2893 1.0200
H: 2.9634 2.8266 -0.4809
H: 1.5412 1.5413 1.8843
H: -0.3388 2.9211 0.8269
H: 0.9382 4.0785 -1.1747
H: -0.4655 3.1815 -1.5905
H: 1.0477 2.4175 -3.1858
H: 2.4735 2.6387 -2.2257
H: -3.8048 -0.8528 2.5783
H: -3.0276 -0.1769 3.9960
H: -2.3829 -1.6714 3.2630
Se: -2.2957 -5.0217 1.6516
C: -1.2083 -3.6414 1.6522
N: -0.5344 -2.6468 1.7139



# 3
# C28H29HfN5O4

A molecular structure, C28H29HfN5O4 in a non-equilibrium geometry (wB97M-V/def2-TZVPD, the OMol25 dataset).

Net charge: +2
Multiplicity: 1
LUMO in eV: -8.6658
Highest occupied orbital energy in eV: -13.2
Total energy in hartree: -1706.52435
HOMO-LUMO gap in eV: 4.50

CARTESIAN COORDINATES (ANGSTROEM)
Hf: -1.6037 -0.3394 -0.4729
C: 1.4612 0.2650 5.3247
C: -0.0403 0.2716 5.0383
C: -0.5119 1.7025 5.0192
C: -0.7487 -0.5071 6.1981
C: -0.4016 -0.3686 3.6763
C: -1.6491 -0.9933 3.4531
C: -1.9062 -1.5530 2.2171
N: -0.9511 -1.6168 1.2272
C: 0.3070 -1.0033 1.4241
C: 0.5578 -0.3557 2.6384
C: 1.0949 -0.8762 0.2592
C: 2.3770 -0.2829 0.2927
C: 3.1785 -0.2323 -0.9073
C: 2.4360 -0.4855 -2.1199
C: 1.1246 -0.9338 -2.0842
N: 0.4576 -1.1283 -0.9730
C: 4.6815 0.1712 -1.0090
C: 5.5728 -0.9224 -0.4039
C: 4.8971 1.5060 -0.3057
C: 4.9819 0.3290 -2.5035
H: 1.5740 0.7358 6.3117
H: 2.1229 0.8446 4.6529
H: 1.7933 -0.7443 5.2671
H: 0.0060 2.2475 5.8036
H: -1.5935 1.8802 4.9582
H: -0.1816 2.2200 4.0886
H: -0.5121 -0.0917 7.1737
H: -0.4296 -1.5503 6.2432
H: -1.8596 -0.4589 6.1195
H: -2.4302 -0.9931 4.2898
H: -2.9431 -1.9181 1.9479
H: 1.5316 0.1333 2.7654
H: 2.7548 0.0736 1.2208
H: 2.7735 -0.3198 -3.1170
H: 0.6172 -0.9220 -3.0234
H: 5.7257 -0.8206 0.7213
H: 6.5705 -0.9750 -0.8835
H: 5.1707 -1.9718 -0.5869
H: 4.8138 1.5122 0.7994
H: 4.1838 2.3048 -0.6553
H: 5.8932 1.8670 -0.6293
H: 4.8889 -0.5832 -3.0623
H: 5.9941 0.7582 -2.6530
H: 4.3330 1.0804 -2.9599
O: -3.8092 -3.0688 -5.2015
C: -3.4807 -1.8085 -5.0576
C: -3.3899 -0.9244 -6.2131
C: -3.2675 0.4247 -5.9942
C: -3.3357 0.9916 -4.7098
C: -3.3379 0.1991 -3.5781
C: -3.3405 -1.1908 -3.7561
C: -3.2466 -2.0814 -2.6281
O: -3.5397 -3.2777 -2.7395
O: -2.7902 -1.5811 -1.4217
H: -3.8151 -3.3615 -4.1639
H: -3.3392 -1.4067 -7.2003
H: -3.0267 1.0726 -6.8217
H: -3.3911 2.0500 -4.7248
H: -3.1673 0.6692 -2.5849
O: -1.5445 1.5340 -1.2776
N: -2.6878 1.3916 -0.2696
C: -3.7002 2.1745 -0.3909
C: -4.8238 2.1101 0.4938
N: -5.7393 1.9509 1.1854
C: -3.7417 3.2129 -1.4221
N: -3.5979 3.9644 -2.3049